No. 1
# C29H57N6O14S2Zn2

A structure of composition C29H57N6O14S2Zn2 in a non-equilibrium geometry (the ωB97M-V functional and the def2-TZVPD basis, OMol25).

The geometry in XYZ format:
```
110
Properties=species:S:1:pos:R:3:forces:R:3
C 1.859 -5.774 -3.584 0.147 0.738 1.625
N 0.659 -4.884 -3.752 0.809 -0.624 0.508
C 0.373 -4.603 -5.036 -2.053 0.935 0.157
C -0.777 -3.857 -5.286 -1.329 0.175 1.701
C -1.675 -3.501 -4.183 2.103 -0.445 -1.755
C -1.279 -3.793 -2.902 1.623 -0.039 0.848
C -0.025 -4.413 -2.673 -1.152 -0.325 -1.820
C -2.899 -2.712 -4.460 1.328 -0.016 0.724
C -3.643 -3.039 -5.560 -1.087 0.498 -0.554
C -4.803 -2.305 -5.821 0.738 -0.842 -0.879
N -5.162 -1.301 -5.055 -0.257 0.703 2.667
C -4.415 -0.980 -3.928 0.378 -0.731 0.142
C -3.218 -1.646 -3.605 -2.157 -0.032 -1.505
C -6.524 -0.712 -5.314 0.033 1.109 0.677
H 1.883 -6.030 -2.525 0.059 -0.189 -0.101
H 2.744 -5.163 -3.761 0.023 -0.223 -0.381
H 1.831 -6.704 -4.152 -0.319 0.414 -0.268
H 1.028 -5.035 -5.778 -0.019 0.204 -0.121
H -1.134 -3.512 -6.245 0.647 -0.332 -0.360
H -1.851 -3.449 -2.053 -0.002 -0.170 0.162
H 0.387 -4.619 -1.697 -0.080 -0.048 -0.019
H -3.334 -3.862 -6.187 -0.332 -0.013 -0.117
H -5.496 -2.474 -6.631 0.270 -0.408 -0.238
H -4.831 -0.308 -3.193 -0.218 0.458 -0.444
H -2.646 -1.419 -2.718 -0.069 0.262 0.018
H -6.948 -0.187 -4.458 0.562 -0.358 0.564
H -7.261 -1.482 -5.543 0.455 0.021 -0.493
H -6.424 0.122 -6.009 -0.027 -0.581 -0.623
C 1.553 5.666 -0.623 -0.721 -0.550 -0.121
C 1.507 4.276 -1.294 1.524 -0.294 1.417
O 2.393 3.463 -1.310 -1.896 1.374 -0.397
N 0.146 3.845 -1.943 1.445 1.212 -1.042
H 0.058 2.851 -1.787 0.099 -0.802 -0.033
H -0.654 4.273 -1.499 -0.638 0.550 0.411
C 0.188 4.200 -3.435 -0.214 0.005 -0.256
H 2.540 5.928 -0.242 0.128 -0.222 -0.712
H 0.939 5.712 0.277 -0.362 -0.686 0.109
H 1.082 6.451 -1.215 0.392 -0.026 -0.417
H 0.387 5.247 -3.660 -0.078 0.208 0.923
H -0.786 4.002 -3.882 0.153 -0.351 0.166
H 1.002 3.688 -3.948 -0.243 -0.508 0.394
Zn 3.090 -2.491 2.690 -0.215 1.016 -0.127
Zn -2.606 1.425 2.209 -0.041 -0.237 -0.442
S -0.030 -0.052 0.716 0.991 0.428 -0.101
O -0.109 1.304 1.283 0.212 2.710 1.144
O 0.016 0.030 -0.728 0.805 -0.188 -1.444
O 1.053 -0.835 1.339 1.512 0.125 -0.027
O -1.262 -0.616 1.149 -5.233 -2.134 1.491
S -3.856 4.058 0.472 -2.164 2.025 -2.992
O -5.260 4.543 0.291 1.678 -0.567 0.488
O -2.983 4.836 -0.412 0.279 -0.112 0.033
O -3.367 3.964 1.796 1.827 0.956 5.351
O -3.830 2.638 0.176 -0.093 -4.322 -1.899
O 5.093 -2.173 -4.173 0.398 -0.202 -0.172
C 4.105 -1.473 -4.105 1.191 0.044 -2.831
N 3.323 -1.534 -3.050 -1.768 -0.152 1.870
C 3.622 -0.592 -5.263 0.151 0.421 0.009
H 2.507 -0.957 -2.904 0.219 -0.126 0.109
H 3.588 -2.251 -2.389 -0.147 0.412 0.236
H 2.823 -1.079 -5.821 -0.373 -0.031 0.400
H 4.336 -0.363 -6.054 0.571 -0.344 0.537
H 3.307 0.376 -4.873 -0.391 -0.019 -0.040
C -1.640 2.624 4.736 -0.777 1.786 0.728
O -2.369 1.432 4.370 1.336 1.214 -0.399
C -3.177 0.878 5.446 0.275 0.587 -1.091
C -3.938 -0.147 4.716 -1.092 -2.125 -0.474
N -4.673 0.299 3.482 1.553 -0.760 -0.180
C -5.329 -0.935 2.877 -0.363 1.157 -0.617
C -5.911 -0.699 1.439 0.980 0.582 0.653
O -6.694 -1.755 1.002 -0.774 -1.195 0.165
C -8.073 -1.706 1.374 -0.453 1.246 -0.220
H -0.791 2.954 4.138 0.205 -1.286 -0.411
H -1.367 2.658 5.791 0.171 -0.603 -0.046
H -2.302 3.482 4.616 -0.441 -0.006 0.051
H -3.872 1.565 5.928 0.378 0.732 -0.235
H -2.492 0.469 6.189 -0.151 -0.113 -0.003
H -4.732 -0.541 5.351 0.300 -0.369 0.478
H -3.264 -0.963 4.457 -0.095 -0.069 -0.157
H -5.392 0.837 3.946 -0.530 0.683 -0.920
H -6.146 -1.185 3.553 0.010 -0.522 -0.077
H -4.603 -1.743 2.777 -0.003 0.081 0.437
H -5.100 -0.654 0.712 0.391 0.032 0.164
H -6.368 0.288 1.378 -0.585 0.057 0.101
H -8.259 -1.535 2.434 0.354 -0.120 0.200
H -8.693 -2.550 1.073 0.860 -0.423 -0.134
H -8.500 -0.854 0.846 -0.228 0.237 0.046
C 7.315 0.247 5.843 0.683 -0.185 0.740
O 6.446 1.353 5.929 -2.096 0.872 -0.052
C 5.007 1.027 5.866 1.658 -1.405 -1.402
C 4.453 1.130 4.444 -0.750 -1.136 0.808
N 5.012 0.111 3.512 -0.426 1.961 -0.655
C 5.477 0.747 2.267 0.462 0.038 -0.541
C 6.766 1.565 2.463 1.485 -0.891 1.284
O 7.895 0.780 3.017 -1.983 1.146 -0.967
C 8.701 0.151 2.030 -0.088 -0.140 0.613
H 7.333 -0.313 6.778 -0.423 -0.335 0.027
H 8.345 0.588 5.736 -0.217 0.517 -0.122
H 7.176 -0.404 4.980 -0.257 -0.120 0.108
H 4.220 1.492 6.460 1.146 0.961 0.809
H 4.958 -0.028 6.138 -0.231 -0.241 0.132
H 4.337 2.146 4.068 0.944 0.024 -0.414
H 3.400 0.903 4.610 -0.368 -0.404 -0.133
H 5.835 -0.307 3.922 -0.015 -0.355 0.193
H 4.820 1.528 1.883 -0.740 -0.356 0.241
H 5.524 -0.024 1.498 0.417 0.073 -0.077
H 6.551 2.329 3.209 0.091 -0.131 0.255
H 7.058 2.135 1.581 0.036 -0.412 -0.385
H 9.433 0.855 1.635 0.008 -0.075 -0.175
H 8.099 -0.296 1.239 0.004 0.036 -0.195
H 9.195 -0.648 2.582 0.269 -0.001 -0.302
```
Forces are in eV/Å.

The calculation puts the HOMO energy at -0.47787 Eh. The charge is +3. The value obtained for the electronic energy is -6874.7876 Eh.

No. 2
# C29H58N6O9S

A cluster of 7 separate species, C29H58N6O9S in total in a non-equilibrium geometry (the ωB97M-V functional and the def2-TZVPD basis, OMol25).

The geometry in XYZ format:
```
103
Properties=species:S:1:pos:R:3:forces:R:3
C -1.234 -0.812 -0.591 0.338 -1.077 0.498
C -1.583 -2.116 0.329 0.807 0.392 -0.820
C -0.247 -3.020 0.318 -0.582 0.571 0.683
C -2.861 -2.886 -0.306 0.892 -0.419 -0.404
C -2.929 -4.434 0.054 -0.351 -1.886 1.540
C -2.820 -5.130 1.287 -0.023 1.688 -2.368
C -2.582 -4.416 2.688 -0.083 -1.261 0.163
C -1.297 -4.930 3.495 0.219 0.372 1.192
C -0.986 -3.872 4.690 0.204 0.287 -1.289
S -2.488 -3.398 5.688 -0.275 0.023 -0.206
C -3.022 -6.693 1.000 0.162 0.718 2.319
O -3.034 -7.604 1.846 -0.016 3.046 -3.865
O -3.229 -6.814 -0.402 0.020 0.331 -0.054
C -3.213 -5.545 -1.075 -0.080 2.590 -0.267
O -3.414 -5.294 -2.271 0.702 -2.028 4.272
H -1.105 0.109 0.087 -0.244 -1.534 -1.281
H -2.090 -0.674 -1.323 1.591 0.012 0.958
H -0.232 -1.007 -1.130 -1.602 0.291 0.700
H -1.801 -1.704 1.370 0.217 -0.867 -1.254
H -0.334 -3.889 1.059 0.276 1.130 -1.211
H -0.067 -3.405 -0.744 -0.223 0.431 1.450
H 0.620 -2.332 0.632 -1.220 -1.224 -0.514
H -3.834 -2.322 -0.069 1.381 -1.019 -0.234
H -2.705 -2.828 -1.449 -0.426 -0.218 1.756
H -3.499 -4.676 3.340 1.418 0.542 -0.998
H -2.487 -3.271 2.612 -0.364 -1.883 -0.386
H -1.461 -5.942 3.997 -0.021 1.292 -0.918
H -0.341 -5.006 2.880 -1.388 0.150 0.548
H -0.224 -4.303 5.440 -1.363 0.740 -1.102
H -0.572 -2.891 4.251 -0.421 -1.621 0.611
H -3.426 -2.846 4.799 1.419 -0.601 0.495
C -2.366 4.547 -1.412 -0.270 -0.404 -0.244
N -2.988 3.239 -1.507 0.540 -0.746 0.796
C -4.142 3.072 -2.367 -0.002 -0.280 0.117
C -2.522 2.166 -0.815 -0.499 0.640 -0.431
O -2.994 1.042 -0.850 -0.931 1.022 -0.088
H -3.102 5.264 -1.040 0.146 0.128 -0.058
H -2.028 4.850 -2.398 -0.067 -0.061 0.338
H -1.512 4.525 -0.732 -0.077 -0.107 -0.058
H -4.988 2.726 -1.768 -0.062 0.028 -0.211
H -3.917 2.316 -3.124 -0.169 0.060 -0.022
H -4.398 4.013 -2.854 0.094 -0.081 0.116
H -1.642 2.403 -0.193 0.038 0.078 -0.005
C 5.743 -3.535 0.485 -0.103 -0.025 0.229
N 4.549 -2.995 1.101 -0.291 0.674 -0.583
C 4.105 -3.542 2.369 -0.377 0.105 0.033
C 3.832 -1.990 0.528 0.306 -0.559 0.339
O 2.823 -1.491 0.991 0.159 -0.034 0.065
H 5.596 -4.601 0.296 0.190 0.027 -0.064
H 6.588 -3.397 1.165 0.064 -0.117 -0.116
H 5.958 -3.032 -0.459 -0.101 -0.005 0.085
H 3.094 -3.942 2.251 0.038 0.006 0.092
H 4.082 -2.744 3.114 -0.008 -0.237 0.059
H 4.776 -4.334 2.701 0.000 0.207 -0.067
H 4.256 -1.650 -0.430 0.111 -0.149 -0.029
C -9.215 -0.129 -2.319 0.222 0.009 -0.185
N -8.357 0.863 -2.935 -0.264 0.660 0.320
C -7.357 0.430 -3.891 0.106 0.312 -0.029
C -8.462 2.191 -2.644 0.102 -0.388 -0.135
O -7.774 3.071 -3.125 0.000 -0.267 -0.022
H -8.596 -0.847 -1.775 -0.187 -0.082 0.034
H -9.776 -0.649 -3.100 -0.071 -0.104 0.167
H -9.916 0.337 -1.625 0.105 0.028 -0.088
H -6.367 0.724 -3.532 0.005 -0.089 -0.160
H -7.541 0.920 -4.850 0.149 -0.098 0.004
H -7.393 -0.653 -4.020 -0.068 0.121 0.091
H -9.251 2.411 -1.907 -0.043 -0.096 0.023
C 5.103 1.045 -3.218 -0.195 -0.017 0.239
N 3.909 1.584 -2.601 -0.192 0.584 -0.531
C 3.466 1.036 -1.332 -0.327 0.248 -0.052
C 3.189 2.590 -3.174 0.164 -0.327 0.241
O 2.181 3.086 -2.709 0.212 -0.135 0.084
H 4.957 -0.022 -3.407 0.194 0.013 -0.076
H 5.949 1.184 -2.540 0.105 -0.099 -0.150
H 5.317 1.549 -4.162 -0.083 -0.012 0.102
H 2.457 0.636 -1.449 0.079 -0.027 0.230
H 3.443 1.834 -0.587 -0.078 -0.180 0.074
H 4.138 0.245 -1.001 -0.027 0.193 -0.141
H 3.612 2.932 -4.133 0.085 -0.065 -0.024
C 1.041 9.191 -2.616 0.045 -0.259 0.070
N 0.407 7.891 -2.557 -0.790 0.154 -0.236
C 1.184 6.749 -2.111 -0.258 -0.228 -0.109
C -0.896 7.705 -2.907 0.517 0.127 0.084
O -1.485 6.639 -2.879 0.478 0.737 -0.213
H 1.891 9.143 -3.302 0.016 0.192 0.062
H 1.393 9.462 -1.618 0.067 0.162 -0.106
H 0.342 9.952 -2.967 0.015 -0.132 0.029
H 1.204 5.996 -2.903 0.091 -0.094 0.207
H 0.709 6.314 -1.228 0.155 -0.103 -0.066
H 2.203 7.051 -1.867 -0.144 0.065 -0.049
H -1.394 8.633 -3.230 0.068 0.059 0.015
C 7.582 -0.042 5.930 -0.048 0.020 -0.260
N 7.079 -0.973 4.940 -0.139 -0.678 0.391
C 6.960 -0.535 3.563 -0.138 -0.302 -0.058
C 6.716 -2.246 5.261 0.132 0.424 -0.091
O 6.288 -3.073 4.478 0.147 0.254 -0.059
H 6.923 0.829 5.967 0.140 0.050 0.140
H 8.589 0.272 5.646 -0.026 0.107 0.173
H 7.618 -0.505 6.918 -0.035 -0.022 -0.138
H 5.917 -0.625 3.247 0.100 0.062 -0.146
H 7.574 -1.179 2.927 -0.082 0.120 -0.095
H 7.286 0.500 3.460 -0.022 -0.120 0.112
H 6.846 -2.476 6.331 0.027 0.086 0.021
```
Forces are in eV/Å.

The calculation puts the HOMO energy at -0.30855 Eh. The value obtained for the electronic energy is -2543.5719 Eh.

HOMO-LUMO gap, respectively: 1.5705, 8.0287 eV.